(1)
This record from the OMol25 dataset describes a 7-piece molecular cluster, C51H104N7O7 overall at a distorted geometry. The level of theory is ωB97M-V/def2-TZVPD.

Its spin multiplicity is 6. Its HOMO energy (alpha / beta) is -7.46 / -8.67 eV. The largest force on an atom is 8.70 eV Å⁻¹. Its net charge is 0. The calculation puts the total energy at -79309.7327 eV.

CARTESIAN COORDINATES (ANGSTROEM)
C  -12.94  9.34  19.96
H  -10.53  3.42  17.07
C  -4.70  3.19  21.12
H  -6.64  2.04  18.18
H  -10.53  5.23  24.70
H  -6.89  10.98  25.38
H  -14.92  4.44  20.72
C  -13.82  7.41  25.89
H  -6.15  0.96  23.47
C  -16.82  1.79  22.62
H  -9.77  6.12  17.72
C  -15.63  5.82  26.55
O  -6.40  7.15  23.42
H  -11.14  9.49  18.54
C  -5.82  9.01  25.69
C  -9.86  4.75  24.01
O  -15.38  3.55  23.93
C  -8.78  1.89  19.60
H  -11.35  6.40  17.06
H  -14.09  2.25  19.97
C  -13.27  5.06  26.07
C  -6.30  2.55  19.10
N  -7.19  2.51  21.60
H  -17.79  2.83  24.39
H  -4.61  10.08  22.99
H  -8.53  8.05  12.93
H  -14.60  8.08  26.10
H  -5.36  0.50  21.87
H  -8.18  6.57  13.80
H  -16.01  5.86  27.61
C  -16.78  0.55  23.35
H  -13.56  4.48  25.21
H  -8.06  5.63  15.60
C  -6.82  8.45  20.93
H  -9.70  8.58  16.92
H  -15.06  6.68  20.89
H  -5.96  9.51  26.62
C  -15.64  0.94  20.59
H  -12.84  7.55  21.52
H  -6.59  11.32  21.14
H  -11.18  7.17  23.50
H  -16.73  0.55  24.44
C  -4.93  2.82  19.58
C  -7.00  10.65  22.00
N  -14.16  6.15  26.35
C  -14.33  1.70  20.93
H  -3.69  2.96  21.62
C  -15.45  7.68  20.58
H  -11.57  7.95  15.09
H  -4.51  3.77  19.00
C  -11.28  7.11  12.68
H  -12.59  8.97  22.12
C  -6.80  11.31  23.40
C  -16.96  1.80  21.18
C  -4.82  9.50  22.09
H  -10.62  3.75  21.77
H  -6.72  3.55  19.02
H  -8.37  10.66  24.58
H  -15.70  -0.08  20.99
H  -16.35  6.77  18.36
H  -9.44  7.28  23.42
O  -8.18  2.76  22.23
H  -13.76  11.14  19.30
H  -8.85  4.81  24.36
C  -15.31  8.04  19.13
H  -8.37  8.97  26.44
H  -17.72  0.00  23.09
C  -5.83  2.62  22.07
H  -6.70  7.36  20.94
H  -6.33  8.71  19.97
H  -4.31  1.05  23.14
H  -5.82  7.98  26.01
H  -8.72  6.48  12.22
C  -11.00  4.11  16.33
H  -8.61  7.53  16.03
H  -12.17  11.20  19.85
H  -10.17  3.72  24.11
H  -10.11  9.04  14.47
H  -11.04  9.15  20.30
C  -10.16  5.22  15.83
C  -16.41  9.50  19.18
H  -4.97  4.26  20.81
N  -10.71  5.59  14.47
H  -15.90  4.89  26.04
H  -7.67  7.29  25.96
H  -13.18  4.37  26.94
H  -12.23  5.50  26.02
H  -15.72  7.95  17.06
C  -13.12  8.59  21.28
H  -11.46  7.87  19.39
H  -14.34  4.69  22.43
H  -16.36  7.65  21.24
C  -9.68  7.71  16.24
H  -7.39  12.23  23.55
H  -10.72  7.05  11.74
C  -14.20  2.64  22.14
H  -5.78  11.61  23.51
H  -11.85  8.01  12.68
H  -11.92  4.38  16.89
C  -8.83  7.06  13.14
H  -9.04  8.20  25.05
H  -17.89  1.53  20.78
H  -12.05  6.34  12.56
H  -4.77  9.20  25.16
C  -10.49  8.04  14.98
H  -4.18  1.93  19.20
O  -10.71  4.64  13.64
H  -5.97  4.92  22.81
C  -17.91  2.82  23.31
C  -15.50  7.32  17.91
H  -8.99  2.94  19.51
O  -12.73  7.67  25.32
C  -6.36  9.20  22.11
H  -15.48  0.92  19.51
H  -11.31  3.63  15.42
H  -4.51  10.08  21.24
H  -16.26  9.96  18.10
H  -14.88  9.76  21.52
H  -4.76  3.60  23.59
C  -5.33  1.19  22.72
C  -14.67  8.72  21.65
H  -8.09  10.46  21.80
H  -14.74  6.57  17.80
C  -10.32  6.89  22.88
H  -16.74  2.84  20.98
H  -15.95  -0.11  23.12
C  -7.00  9.11  24.73
H  -13.27  4.38  21.27
O  -13.65  9.25  17.65
H  -18.95  2.55  23.24
O  -10.91  5.41  20.60
H  -8.92  1.45  18.68
H  -17.45  9.12  19.29
N  -15.61  2.80  22.91
H  -6.24  3.47  24.14
C  -13.25  10.84  20.15
H  -13.72  11.05  21.06
C  -13.24  2.00  23.11
H  -13.71  0.95  23.33
H  -6.01  -0.19  20.60
C  -5.85  3.84  23.21
C  -7.27  1.87  20.20
C  -10.31  6.90  13.71
C  -8.12  8.35  25.64
C  -6.99  0.20  20.16
H  -7.53  -0.63  19.41
H  -10.50  7.37  21.85
H  -9.58  1.74  20.30
H  -7.52  0.28  21.18
H  -16.09  6.58  25.97
H  -4.33  8.48  22.13
N  -10.22  5.43  22.76
H  -7.94  8.50  21.14
H  -13.22  2.53  24.08
H  -12.22  2.00  22.83
H  -15.27  8.50  22.62
C  -11.64  8.92  19.32
N  -6.80  8.49  23.36
H  -8.45  3.75  15.47
C  -10.55  4.84  21.64
C  -7.33  10.47  24.57
H  -13.55  0.74  20.75
C  -14.25  4.03  21.59
H  -8.50  4.64  16.89
C  -8.71  4.77  15.85
N  -14.08  8.92  18.95
C  -10.34  6.38  16.85
H  -16.22  10.14  19.98
H  -17.69  3.78  22.81

Results of the Mulliken charge analysis, in e, for atoms 1 through 2: 2.163, 0.041

(2)
This record from the OMol25 dataset describes C51H108B3F30N12O18S6 as an isolated structure at a distorted geometry. The level of theory is ωB97M-V/def2-TZVPD.

Its spin multiplicity is 1. Its HOMO energy is -14.86 eV. The largest force on an atom is 4.08 eV Å⁻¹. Its net charge is +3. The calculation puts the total energy at -257932.0485 eV.

CARTESIAN COORDINATES (ANGSTROEM)
F  5.86  -0.47  -0.12
O  -3.65  5.69  -0.66
H  -5.08  -4.72  1.26
H  2.18  3.60  -5.16
H  3.57  -6.03  -4.49
C  1.82  -3.30  7.03
F  -4.15  -0.73  -6.32
H  1.87  -5.10  5.92
O  -2.01  -6.23  1.05
H  -4.74  1.48  -2.98
H  1.41  -6.11  8.15
H  2.30  4.15  9.25
H  -3.71  -2.69  1.12
O  3.22  -5.59  -1.48
C  2.42  -5.62  7.96
O  2.25  2.04  -8.42
N  -5.02  -1.77  -3.56
F  -2.18  3.27  -3.30
H  -6.32  0.90  -3.57
F  5.27  3.17  3.50
H  1.57  3.46  7.25
S  -3.42  -6.43  0.81
H  2.77  -7.98  -3.32
H  -2.08  5.15  8.33
O  3.03  1.12  -5.50
F  -2.49  -8.32  -0.64
H  2.99  5.78  10.83
H  -7.11  -2.04  -3.42
H  -0.33  6.11  4.54
C  -0.24  -1.33  6.07
B  -2.89  -0.38  -5.80
C  -1.29  1.87  -8.67
O  5.08  4.68  -4.39
F  4.61  3.57  -8.66
H  -0.80  1.54  1.70
N  4.06  2.72  -3.59
H  -4.05  6.55  -4.28
O  -7.48  -2.86  1.00
H  2.18  -2.90  8.00
C  -1.22  -0.17  0.48
H  0.72  -3.35  7.09
C  -2.06  5.21  5.51
H  0.06  -1.51  -4.81
C  1.96  2.85  1.99
H  3.16  -6.43  7.86
H  0.42  -3.96  4.80
H  1.40  -0.65  7.31
C  -7.54  -5.22  1.35
F  -0.54  4.75  -3.49
S  1.63  1.58  3.27
F  -5.22  -5.88  -2.78
O  -1.92  1.63  -9.63
H  -2.12  5.40  -3.20
H  3.46  -1.37  7.44
C  0.51  3.23  7.35
N  -0.19  4.51  7.64
N  3.40  0.08  -7.91
H  -4.61  6.80  -2.53
O  1.28  0.41  2.54
C  2.90  -6.09  -2.51
H  1.35  -7.01  -3.57
H  1.67  -7.75  -1.96
H  -0.64  -1.99  6.84
H  0.61  -0.11  -9.84
F  -3.75  -5.13  -4.14
C  -6.33  -2.13  -4.13
H  -0.77  6.77  -1.00
H  -1.39  -0.74  -2.68
C  -0.16  -0.36  -9.13
C  0.28  -1.75  -3.76
F  5.02  -1.95  -6.46
H  -1.91  3.07  6.09
H  2.10  -0.62  -3.98
H  -7.08  -5.99  0.68
H  1.52  -0.34  5.60
H  2.26  -0.23  -1.46
F  -0.10  2.96  -2.13
H  -1.82  -2.38  -3.15
O  -4.38  -6.25  1.88
C  3.42  2.93  -2.26
H  3.78  2.19  -1.55
H  0.64  0.18  -3.43
O  0.52  2.15  4.09
C  -5.26  0.65  -3.50
H  0.24  -1.29  -8.66
H  5.33  -4.96  -3.42
H  3.46  -4.53  6.65
H  -4.31  -1.62  -4.26
H  2.55  -4.69  -4.17
C  1.84  5.14  9.24
F  -2.05  -1.40  -6.15
H  0.18  2.71  6.44
H  -4.98  0.59  -4.56
F  5.55  0.04  -5.68
H  -2.54  1.11  1.73
F  5.37  2.04  -7.30
F  4.47  -1.47  -4.53
O  1.91  -0.97  -6.19
H  -1.43  -2.24  4.59
H  2.37  -1.69  4.02
H  -6.34  -3.16  -4.52
H  3.61  3.92  -1.88
H  -3.36  3.77  6.58
H  -4.64  -2.41  -2.90
H  0.10  -3.19  -1.59
F  -4.71  -8.05  -0.79
H  0.64  -2.14  1.02
F  3.14  3.41  2.03
C  -4.78  -2.62  1.02
N  -2.70  6.10  -2.70
C  -4.93  -0.53  -2.79
C  -2.30  4.01  6.46
H  -1.17  -0.78  1.35
C  -1.21  5.81  -0.74
C  2.97  4.21  -5.48
F  5.99  3.13  5.51
B  -0.75  3.35  -3.31
C  -3.96  -5.82  -3.02
N  -5.46  -3.85  1.58
H  -5.41  -3.85  2.62
H  -0.71  0.31  -7.32
F  -2.87  -0.30  -4.44
H  2.63  -3.45  4.46
H  -4.55  5.19  -3.23
C  -1.64  1.22  1.06
C  -4.07  6.15  -3.24
H  -5.10  -2.44  -0.01
H  5.00  2.39  -3.67
H  1.58  6.81  10.55
H  -0.22  0.62  -1.17
N  3.36  -5.24  -3.89
H  -1.96  -0.57  -0.23
B  4.69  0.23  -0.35
H  2.43  5.68  8.50
H  4.22  -2.44  6.28
C  -0.56  5.23  5.17
O  3.58  0.89  -10.19
C  4.14  4.01  -4.50
H  -1.74  2.07  0.38
H  -2.06  2.98  -7.05
C  1.70  -1.00  -1.90
C  1.32  -2.02  0.18
H  -8.59  -5.26  1.23
F  4.87  1.58  0.08
O  -4.54  -0.57  -1.63
H  1.32  5.27  11.35
H  4.80  -4.00  -4.79
H  2.73  5.30  -5.62
N  -0.32  0.72  -8.16
H  3.49  1.98  -4.10
S  3.38  1.31  -8.83
H  1.29  5.38  6.34
C  1.22  -1.08  6.34
C  -3.64  -8.08  0.00
C  1.26  -0.72  -3.31
H  0.64  -3.18  3.27
S  3.48  2.38  5.26
H  -0.76  -0.36  6.15
H  -7.34  -5.64  2.37
C  1.93  5.80  10.63
F  -3.85  -9.15  0.82
H  -1.06  -0.79  -9.60
C  -0.47  -2.25  -1.46
H  2.13  -1.37  0.54
H  -1.28  5.76  0.35
F  3.60  -0.38  0.34
C  5.00  2.28  -8.50
F  -2.38  0.79  -6.35
F  1.05  3.87  2.24
C  -7.00  -3.90  1.17
C  -1.65  4.28  7.78
S  -3.15  -4.95  -1.60
H  2.60  -5.11  8.93
O  2.97  3.72  5.14
H  0.58  1.19  -7.98
H  -2.16  6.97  -2.82
C  3.46  -1.67  6.41
C  2.10  -7.23  -2.83
H  -6.45  -1.40  -4.90
N  2.13  -2.18  6.08
H  -2.61  5.07  4.62
N  -3.99  -5.53  -0.39
H  1.69  -3.02  -0.12
C  4.52  -4.35  -3.76
S  3.05  -0.08  -6.37
C  0.32  5.17  8.89
C  0.20  5.46  6.47
C  0.60  -3.00  4.34
H  -2.40  6.11  5.96
H  -5.26  -1.80  1.51
H  -1.44  3.92  -8.41
F  -3.49  -7.02  -3.15
H  0.70  -2.78  -3.65
N  2.94  1.31  4.14
O  3.46  1.70  6.52
H  4.34  -3.50  -3.05
H  0.31  2.57  8.20
O  -1.69  -5.20  -1.81
H  -1.26  -2.29  -0.75
C  -0.97  -1.74  -2.81
O  -3.62  -3.59  -1.90
H  2.32  -1.89  -1.91
H  -0.23  4.30  4.65
F  -0.16  2.74  -4.40
C  5.26  2.49  4.62
C  2.41  -4.67  6.78
C  4.60  -0.97  -5.74
F  1.58  2.47  0.79
H  3.69  -0.81  5.79
C  2.00  -2.60  4.62
H  -0.20  -1.08  3.93
H  0.85  0.45  0.20
H  -0.20  4.55  9.64
F  5.88  2.01  -9.44
H  2.39  2.90  -2.66
C  -0.40  -1.89  4.67
H  -0.14  6.43  6.88
N  0.62  -1.38  -0.91
H  -0.64  4.98  -1.20
H  -1.68  3.41  8.42
F  5.70  1.28  4.44
C  0.07  -0.06  -0.34
C  -2.63  5.81  -1.21
H  3.27  3.69  -6.40
F  4.38  0.27  -1.74
H  -0.19  6.15  8.91
C  -1.26  3.05  -7.80
H  -0.40  2.96  -7.21

Results of the Mulliken charge analysis, in e, for atoms 1 through 2: -0.307, -0.454